{"formula": "C16H19BN6TeW", "method": "ωB97M-V/def2-TZVPD", "spin_multiplicity": 3, "homo_ha": [-0.545, -0.568], "fmax_ev_per_a": 2.98, "de_lowest_ev": 0.3536, "s_squared": 2.025, "charge": 2, "orbital_gap_ev": [5.74, 5.38], "e_tot_ha": -1308.9511, "species": ["H", "N", "B", "N", "C", "W", "H", "C", "H", "C", "H", "C", "H", "H", "H", "N", "N", "N", "N", "C", "C", "H", "H", "C", "C", "C", "C", "H", "H", "H", "H", "H", "Te", "C", "C", "C", "C", "C", "C", "H", "H", "H", "H", "H"], "positions_angstrom": [[-2.5111, -0.7213, -0.2767], [-0.9759, 0.7610, -0.2799], [0.3300, 2.9540, -0.2652], [-0.9951, 2.1461, -0.2956], [-2.2644, 2.5705, -0.3392], [0.9921, -0.2727, -0.2573], [-2.4724, 3.6316, -0.3514], [-3.0949, 1.4528, -0.3607], [-4.1640, 1.4612, -0.4226], [-2.2697, 0.3341, -0.2930], [0.1398, 4.1403, -0.2817], [2.9601, -0.9096, 0.0948], [3.0597, -1.6854, -0.6968], [3.2786, -1.3383, 1.0414], [3.6090, -0.0508, -0.1749], [1.1630, 2.4855, -1.4880], [1.0760, 2.5079, 1.0256], [1.4872, 1.1215, -1.6678], [1.4535, 1.1605, 1.1847], [1.7923, 3.2115, -2.4177], [1.3792, 3.1672, 2.1465], [1.6751, 4.2861, -2.4283], [1.1498, 4.2201, 2.2057], [2.5545, 2.3579, -3.2177], [1.9763, 2.2856, 3.0485], [2.3443, 1.0642, -2.7453], [2.0341, 1.0441, 2.4172], [3.1977, 2.6521, -4.0289], [2.3327, 2.5016, 4.0384], [2.7451, 0.1119, -3.0706], [2.3915, 0.0749, 2.7520], [-0.2310, -0.7358, -1.3635], [0.5666, -2.1959, 1.4760], [-1.1590, -3.2463, 0.8515], [-1.4305, -3.5187, -0.4976], [-2.5437, -4.3164, -0.8106], [-3.3500, -4.8395, 0.2093], [-3.0732, -4.5459, 1.5543], [-1.9791, -3.7403, 1.8871], [-0.7702, -3.1232, -1.2732], [-2.7725, -4.5317, -1.8564], [-4.1940, -5.4848, -0.0415], [-3.7022, -4.9514, 2.3473], [-1.7350, -3.4961, 2.9214]], "forces_ev_per_angstrom": [[0.078, 0.185, -0.049], [0.143, 1.180, 0.784], [-0.332, -0.331, -0.092], [-0.386, -0.767, 0.251], [0.436, -0.554, -0.090], [-1.028, 0.545, 0.790], [-0.118, -0.159, -0.077], [-0.073, -0.188, 0.181], [-0.203, -0.020, 0.066], [0.637, 1.236, -0.299], [0.075, -0.326, 0.014], [0.367, 0.544, -0.817], [0.213, -0.055, 0.076], [0.224, -0.133, -0.096], [-0.011, -0.567, 0.188], [0.468, -1.257, -0.161], [0.346, -1.316, 0.760], [1.154, 2.067, -1.806], [-0.871, 1.827, -0.244], [0.133, -0.924, 0.265], [-0.011, -0.596, -0.650], [0.033, -0.110, -0.075], [0.117, -0.011, 0.162], [0.030, -0.327, -0.100], [0.258, -0.732, 0.003], [-0.797, 1.125, 0.998], [-0.736, 0.987, -0.397], [-0.074, -0.040, -0.070], [0.043, 0.105, 0.051], [-0.035, 0.195, -0.044], [0.029, 0.415, 0.039], [0.664, -0.772, -0.095], [-1.565, -1.595, -0.047], [0.628, 0.434, 0.641], [-0.581, -0.416, -0.363], [0.670, 0.486, -0.090], [0.191, 0.145, 0.206], [0.336, 0.366, 0.255], [-0.403, -0.595, -0.199], [-0.350, -0.201, 0.167], [0.095, 0.035, 0.358], [0.261, 0.221, 0.073], [0.153, 0.134, -0.251], [-0.206, -0.241, -0.214]], "nbo_charge": [0.2409, -0.3813, 0.5190, -0.3100, 0.0665, 1.3953, 0.2556, -0.3106, 0.2650, 0.0233, 0.0200, -1.0797, 0.2614, 0.2496, 0.2596, -0.2950, -0.2917, -0.4625, -0.4234, 0.0852, 0.0977, 0.2631, 0.2627, -0.3025, -0.3007, 0.0333, 0.0350, 0.2728, 0.2746, 0.2465, 0.2416, -0.0618, 0.7697, -0.2639, -0.2199, -0.1903, -0.0945, -0.1888, -0.2014, 0.2361, 0.2530, 0.2538, 0.2561, 0.2404]}